The following is a quantum chemistry calculation of a cluster of 10 separate species, C42H101N3O16 in total at a distorted geometry, from the OMol25 dataset.

Geometry as XYZ:
```
162
Properties=species:S:1:pos:R:3:mulliken_charge:R:1
C 1.18 5.19 3.73 -1.36
C 1.94 4.33 2.69 0.68
C 3.30 3.81 3.07 -1.29
O 1.09 3.24 2.35 0.09
H 0.20 5.46 3.34 0.31
H 1.71 6.12 3.92 0.41
H 1.02 4.64 4.65 0.26
H 2.00 4.90 1.76 0.34
H 3.36 3.29 4.02 0.09
H 3.90 4.72 3.17 0.55
H 3.87 3.18 2.40 0.08
H 0.78 3.00 3.23 -0.36
C -2.89 4.50 -4.58 -2.08
C -2.19 3.55 -3.51 2.05
C -0.93 2.92 -4.15 -1.67
C 0.13 2.46 -3.21 0.14
C 0.33 3.41 -2.03 -1.11
C -0.89 3.90 -1.24 1.79
N -1.82 4.36 -2.30 0.35
O -2.95 5.11 -1.82 -0.49
C -1.41 2.67 -0.35 -1.32
C -0.43 5.19 -0.34 -1.44
C -3.17 2.42 -3.21 -1.91
H -2.27 5.37 -4.83 0.52
H -3.81 4.99 -4.26 0.42
H -3.03 4.09 -5.58 0.42
H -1.03 2.01 -4.73 0.39
H -0.59 3.60 -4.94 0.36
H 1.06 2.25 -3.74 0.58
H -0.06 1.45 -2.84 -0.32
H 0.84 4.33 -2.32 0.48
H 0.98 2.86 -1.34 0.03
H -2.12 2.08 -0.93 0.25
H -0.63 2.09 0.15 -0.09
H -2.10 3.10 0.37 0.52
H -0.16 6.00 -1.02 0.54
H -1.20 5.70 0.24 0.44
H 0.38 5.01 0.37 -0.14
H -3.99 2.17 -3.87 0.41
H -3.81 2.68 -2.37 0.43
H -2.64 1.50 -2.93 0.12
H -2.77 5.99 -2.14 0.34
C -7.14 -0.71 2.83 -1.95
C -5.68 -1.17 3.08 1.69
C -5.05 -1.26 1.70 -1.53
C -3.53 -1.38 1.76 -0.18
C -2.88 -0.18 2.43 -0.13
C -3.45 0.01 3.90 1.91
N -4.98 -0.07 3.84 0.36
O -5.58 0.22 5.08 -0.49
C -2.83 -1.06 4.80 -1.51
C -3.04 1.37 4.46 -2.03
C -5.63 -2.54 3.75 -1.72
H -7.21 0.33 2.49 0.43
H -7.88 -0.87 3.61 0.34
H -7.60 -1.30 2.03 0.42
H -5.37 -2.21 1.27 0.52
H -5.31 -0.38 1.11 0.38
H -3.31 -1.28 0.69 0.29
H -3.18 -2.36 2.09 0.04
H -3.11 0.71 1.84 0.29
H -1.79 -0.17 2.38 -0.45
H -3.58 -1.30 5.55 0.55
H -2.58 -2.03 4.37 -0.19
H -1.96 -0.78 5.40 0.32
H -3.58 2.17 3.94 0.50
H -3.29 1.40 5.52 0.49
H -1.97 1.52 4.28 0.16
H -6.04 -3.42 3.26 0.38
H -6.20 -2.46 4.68 0.35
H -4.62 -2.87 3.99 0.28
H -5.90 1.11 4.90 0.34
C 0.67 -4.72 -2.28 -1.47
C -0.42 -4.18 -3.30 1.44
C -1.40 -3.15 -2.55 -0.83
C -2.39 -2.51 -3.54 -0.89
C -1.70 -1.88 -4.79 -0.78
C -0.60 -2.75 -5.48 1.93
N 0.17 -3.53 -4.50 1.25
O 1.14 -4.30 -5.15 -0.68
C -1.32 -3.64 -6.59 -1.57
C 0.28 -1.78 -6.25 -2.03
C -1.18 -5.44 -3.74 -1.88
H 0.33 -4.96 -1.27 0.47
H 1.44 -3.97 -2.06 -0.11
H 1.16 -5.60 -2.70 0.35
H -1.95 -3.74 -1.82 0.46
H -0.81 -2.37 -2.07 -0.09
H -2.87 -1.77 -2.90 0.45
H -3.16 -3.20 -3.90 0.38
H -1.45 -0.91 -4.36 -0.44
H -2.40 -1.69 -5.60 0.50
H -2.08 -3.21 -7.26 0.40
H -0.59 -4.15 -7.22 0.38
H -1.86 -4.46 -6.12 0.34
H 0.79 -1.07 -5.60 0.15
H 1.06 -2.40 -6.70 0.45
H -0.32 -1.37 -7.06 0.52
H -0.62 -5.99 -4.49 0.34
H -2.12 -5.13 -4.21 0.34
H -1.51 -6.05 -2.90 0.46
H 1.91 -3.74 -5.11 0.31
C 5.21 0.04 2.80 0.19
C 6.28 0.73 3.69 -0.79
O 5.80 1.93 4.18 -0.43
O 4.29 -0.70 3.54 -0.71
H 5.66 -0.74 2.19 0.30
H 4.63 0.74 2.20 -0.11
H 7.20 0.82 3.11 0.40
H 6.52 0.10 4.55 0.39
H 6.33 2.20 4.93 0.27
H 4.08 -0.27 4.37 0.41
C 1.82 -0.37 5.32 -0.95
C 1.16 0.68 4.39 1.87
O 0.95 1.88 4.99 -0.52
O 3.09 0.20 5.77 -0.76
H 2.09 -1.23 4.72 0.33
H 1.16 -0.67 6.14 0.51
H 0.25 0.28 3.94 -0.67
H 1.83 0.91 3.57 -0.51
H 1.71 2.02 5.57 0.37
H 2.89 0.54 6.65 0.39
C 3.90 -1.85 -4.71 -1.09
C 3.32 -1.80 -3.30 -0.34
O 2.04 -1.31 -3.32 0.33
O 3.48 -2.88 -5.52 -0.50
H 4.98 -1.82 -4.61 0.53
H 3.57 -0.93 -5.18 0.24
H 3.97 -1.29 -2.59 0.51
H 3.28 -2.85 -2.99 0.38
H 1.48 -1.97 -3.75 -0.53
H 4.22 -3.10 -6.08 0.30
C -0.15 -3.50 2.87 0.50
C -0.23 -4.25 4.25 -0.42
O -0.43 -5.62 3.95 -0.60
O 0.84 -4.16 2.12 -0.71
H 0.18 -2.46 2.88 -0.06
H -1.14 -3.58 2.41 0.12
H -1.06 -3.85 4.84 0.24
H 0.65 -4.14 4.89 0.26
H 0.02 -5.75 3.11 0.37
H 1.52 -3.52 1.90 0.39
C 2.47 -1.34 0.41 -0.17
C 1.57 -0.04 0.47 0.38
O 2.11 1.10 1.08 2.42
O 2.61 -1.90 1.68 -0.43
H 3.43 -1.22 -0.07 0.25
H 1.98 -2.05 -0.25 -0.06
H 0.63 -0.26 0.97 -0.47
H 1.28 0.32 -0.52 -0.14
H 1.46 1.78 1.26 -0.87
H 3.29 -1.37 2.10 0.07
C 4.52 1.39 -1.73 0.84
C 4.79 2.50 -2.71 -0.88
O 5.85 3.46 -2.53 -0.60
O 4.07 2.01 -0.50 -0.55
H 5.52 0.99 -1.54 0.34
H 3.76 0.67 -2.02 -0.48
H 3.94 3.13 -2.99 0.28
H 4.95 1.93 -3.62 0.37
H 5.57 4.01 -1.79 0.34
H 3.66 1.40 0.12 -0.33
```

Values from the calculation:
**Frontier orbital gap**: 8.32 eV
**Multiplicity**: 1
**Charge**: 0
**SMILES**: CC1(C)CCCC(C)(C)N1O.CC1(C)CCCC(C)(C)N1O.CC1(C)CCCC(C)(C)N1O.CC(C)O.OCCO.OCCO.OCCO.OCCO.OCCO.OCCO